(1)
{
  "formula": "CH12O4S",
  "method": "ωB97M-V with the def2-TZVPD basis set",
  "fmax_ev_per_a": 1.8,
  "homo_ev": [0.93, -6.95],
  "multiplicity": 2,
  "total_energy_ha": -744.37043,
  "homo_lumo_gap_ev": [1.853, 9.738],
  "charge": -1,
  "s2": 0.750,
  "species": ["C", "S", "H", "H", "H", "H", "H", "H", "O", "H", "H", "O", "H", "H", "O", "H", "H", "O"],
  "xyz": [[0.4995, -1.5315, -5.3522], [1.4197, -0.0975, -4.5536], [-0.2564, -1.8455, -4.6196], [-0.0776, -1.4060, -6.3058], [1.2626, -2.2739, -5.4814], [1.7270, 0.5754, -5.7268], [-1.0964, -0.6989, 3.8765], [-0.0188, 0.0998, 4.4253], [-0.7637, 0.2097, 3.8102], [-4.7222, -0.6607, 3.4893], [-3.5925, -0.5151, 2.3808], [-4.1867, -1.1145, 2.8344], [-0.3423, 2.6051, 2.3951], [0.8300, 1.8657, 1.5225], [0.3692, 2.6784, 1.7608], [3.0914, 1.0196, 2.5600], [3.1970, 0.6287, 1.0949], [2.6603, 0.4611, 1.8895]],
  "lowdin_charge": [-0.4826, 0.4317, 0.0137, 0.0400, -0.0106, -0.1589, -0.0001, -0.0045, -0.1891, 0.0189, 0.0153, -0.1084, -0.0125, -0.0263, -0.1670, -0.0297, -0.0488, -0.2812]
}

***

(2)
{
  "formula": "C10H16",
  "method": "ωB97M-V with the def2-TZVPD basis set",
  "smiles": "Cc1ccccc1.CCC",
  "fmax_ev_per_a": 1.8,
  "homo_ev": -9.03,
  "total_energy_ha": -390.60569,
  "homo_lumo_gap_ev": 9.998,
  "charge": 0,
  "species": ["C", "C", "C", "C", "C", "C", "C", "H", "H", "H", "H", "H", "H", "H", "H", "C", "C", "C", "H", "H", "H", "H", "H", "H", "H", "H"],
  "xyz": [[0.2297, -2.3521, 1.9648], [0.4907, -0.9059, 1.5843], [-0.5618, -0.0094, 1.8272], [-0.3687, 1.3429, 1.6071], [0.9177, 1.8398, 1.3426], [1.9794, 0.9702, 1.1859], [1.7656, -0.3980, 1.4240], [0.8503, -3.1006, 1.4699], [-0.7987, -2.6668, 1.8031], [0.4592, -2.3827, 3.0337], [-1.5076, -0.4201, 2.1575], [-1.1146, 2.0328, 1.9876], [1.0249, 2.9091, 1.4788], [2.9600, 1.2297, 0.8099], [2.5795, -1.0994, 1.2673], [-0.4638, 1.4302, -2.7592], [-0.6447, 0.4085, -1.6441], [-1.2789, -0.8779, -2.1921], [0.4000, 1.1860, -3.3940], [-0.4618, 2.4818, -2.5136], [-1.2581, 1.2520, -3.4938], [0.2804, 0.0592, -1.1789], [-1.2091, 0.8484, -0.8302], [-2.2101, -0.8139, -2.7464], [-0.6041, -1.4274, -2.8579], [-1.4556, -1.5364, -1.3338]],
  "lowdin_charge": [-0.0553, -0.2878, -0.0667, -0.1063, -0.0981, -0.0844, -0.0601, 0.0745, 0.0709, 0.0862, 0.1117, 0.1041, 0.0993, 0.1006, 0.1102, -0.1177, -0.3156, -0.1231, 0.0726, 0.0600, 0.0629, 0.0880, 0.0774, 0.0635, 0.0730, 0.0604]
}

***

For each record above, in turn, the calculated relative energy (zero: lowest compared OMol25 entry of this formula, charge and spin) values are 69.8; 79.3 kJ/mol.